[1]
ORCA calculation (ωB97M-V with the def2-TZVPD basis set) on a cluster of 8 separate species, C18H52B3F12N5O5 in total.

The geometry in XYZ format:
```
95
Properties=species:S:1:pos:R:3:forces:R:3
C 4.523 0.963 -3.431 -0.714 -0.418 0.250
C 3.234 0.402 -2.761 0.877 2.840 2.159
O 2.668 0.951 -1.821 1.076 -1.994 -2.674
N 2.699 -0.889 -3.280 0.294 1.105 -0.037
H 3.365 -1.581 -3.592 0.975 0.062 -0.529
H 2.305 -1.424 -2.519 -1.457 -0.074 0.673
C 1.779 -0.590 -4.448 0.810 -1.137 0.316
H 5.368 0.420 -3.007 0.047 -0.544 -0.383
H 4.795 1.993 -3.201 -0.883 0.080 0.405
H 4.490 0.917 -4.519 0.152 -0.511 0.042
H 2.392 -0.043 -5.165 -0.279 0.191 0.045
H 0.899 -0.052 -4.096 0.263 -0.355 -0.123
H 1.629 -1.600 -4.828 -0.889 0.288 -0.264
C 3.021 -1.774 3.609 -0.225 0.040 -0.728
C 3.968 -0.570 3.544 0.227 -2.763 3.392
O 4.819 -0.416 4.383 -1.176 1.100 -2.829
N 3.609 0.481 2.465 2.289 0.121 0.706
H 2.696 0.296 2.075 -0.178 -0.388 -0.514
H 3.482 1.252 3.105 -0.113 0.932 -0.005
C 4.732 0.806 1.460 -0.612 0.147 -0.449
H 3.075 -2.413 4.490 0.679 0.785 0.378
H 3.225 -2.469 2.795 -0.068 0.234 -0.477
H 1.979 -1.458 3.563 0.063 0.189 -0.269
H 5.183 -0.093 1.040 -0.190 -0.169 0.525
H 5.504 1.460 1.866 -0.252 -0.355 0.556
H 4.299 1.344 0.618 -0.356 -0.015 0.196
C -0.203 3.398 5.120 0.059 -0.245 -0.734
C -1.492 2.773 4.479 -2.193 0.867 1.355
C -2.011 3.445 3.182 1.601 -1.717 0.364
O -2.852 2.582 2.426 0.291 1.320 -2.199
C -2.990 3.024 0.976 -0.637 -0.613 0.308
N -1.354 1.296 4.329 1.079 1.240 -0.351
H -0.531 1.185 3.754 0.509 -1.230 -0.876
H -1.036 0.945 5.220 0.860 -0.726 1.773
H -2.145 0.707 4.112 -0.407 0.182 -0.648
H -0.174 4.471 5.306 -0.935 0.074 -0.148
H 0.662 3.259 4.472 -0.003 -0.415 -0.203
H 0.056 2.941 6.075 -0.278 -0.362 -0.013
H -2.357 2.830 5.140 0.247 0.452 0.627
H -1.114 3.598 2.582 0.099 0.587 -0.711
H -2.552 4.385 3.287 -0.061 0.424 0.202
H -3.660 3.880 0.894 -0.243 0.313 0.770
H -3.486 2.237 0.407 0.265 -0.346 0.552
H -2.057 3.341 0.509 0.397 -0.290 0.655
C -2.701 -2.157 -1.475 -0.528 -0.374 -0.501
C -2.513 -2.841 -0.125 0.676 -0.825 -0.509
C -2.834 -4.433 -0.084 -1.089 2.827 2.215
O -2.804 -4.691 1.358 1.237 1.244 -2.073
C -2.609 -6.031 1.623 -0.418 -1.812 1.090
N -1.060 -2.639 0.354 -0.982 -1.046 0.556
H -0.344 -2.920 -0.301 0.231 0.429 -0.968
H -0.890 -1.708 0.706 0.101 0.532 -0.467
H -0.835 -3.243 1.132 -0.617 -0.581 0.718
H -2.476 -1.093 -1.550 0.959 0.009 0.529
H -3.759 -2.069 -1.724 -0.275 -0.805 0.140
H -2.205 -2.722 -2.265 0.028 0.276 -0.090
H -3.113 -2.280 0.592 -0.055 -0.642 0.341
H -2.206 -5.066 -0.711 0.307 0.136 0.207
H -3.893 -4.543 -0.316 0.084 -0.043 -0.757
H -2.467 -6.124 2.699 0.035 -0.051 -0.038
H -1.772 -6.522 1.127 0.311 0.391 -0.217
H -3.496 -6.611 1.368 -0.183 -0.109 -0.059
C -2.972 1.246 -5.989 -0.591 1.926 0.100
C -2.407 2.232 -4.961 0.843 -0.345 1.787
C -1.541 1.474 -3.873 1.535 0.771 -2.622
O -0.811 2.349 -3.018 -1.378 0.925 -2.531
C -0.445 1.695 -1.901 -0.462 -0.270 3.924
N -1.603 3.427 -5.636 0.436 -1.669 0.088
H -1.456 4.273 -5.104 -0.669 0.381 0.570
H -0.651 3.156 -5.835 0.684 -0.709 0.218
H -1.904 3.649 -6.574 -1.020 0.324 -0.309
H -3.798 1.779 -6.461 0.081 0.034 -0.534
H -3.529 0.460 -5.479 0.751 -0.446 -0.057
H -2.237 0.991 -6.752 -0.152 -0.624 0.249
H -3.185 2.716 -4.370 -0.162 0.247 -0.460
H -0.726 0.943 -4.363 -0.095 -0.234 -0.849
H -2.098 0.608 -3.515 -0.625 0.644 1.039
H 0.185 2.255 -1.210 0.920 0.126 -1.019
H -0.109 0.661 -1.983 0.228 0.019 -0.316
H -1.321 1.720 -1.252 -0.665 -0.976 0.301
B 0.569 0.224 1.140 1.325 0.037 -1.232
F 0.706 0.434 2.464 -0.200 0.950 3.048
F 1.220 1.259 0.476 -0.239 0.544 -0.201
F 1.251 -0.947 0.887 0.122 -1.035 -0.616
F -0.772 0.142 0.840 -1.367 0.071 -0.525
B 0.645 -3.298 -2.515 0.112 -0.922 -1.631
F 1.850 -3.406 -3.209 1.244 0.721 -0.275
F 0.712 -2.203 -1.624 0.328 0.618 0.436
F -0.332 -3.015 -3.462 -0.593 0.294 -0.030
F 0.459 -4.486 -1.883 -0.811 -0.251 1.138
B 1.160 0.215 6.443 3.040 -1.023 3.359
F 1.472 0.656 5.229 1.067 1.643 -4.161
F -0.191 0.185 6.484 -3.375 -0.336 0.260
F 1.765 -1.069 6.579 -0.759 0.778 0.186
F 1.630 1.154 7.407 -0.385 -0.668 -0.540
```
Positions in Å, forces in eV/Å.

Spin multiplicity: 2
Charge: +3
Gap between HOMO and LUMO (alpha / beta), eV: 8.50 / 2.05
Electronic energy, eV: -71823.1211

Atomic partial charges in e from the Mulliken method, atoms 1 to 4:
1 C -1.251
2 C 0.415
3 O -0.292
4 N 0.244

[2]
ORCA calculation (ωB97M-V with the def2-TZVPD basis set) on a cluster of 7 separate species, C18H52F6N4O6P in total.

The geometry in XYZ format:
```
87
Properties=species:S:1:pos:R:3:forces:R:3
P 1.241 1.360 -0.400 -1.014 0.309 -0.600
F 1.149 2.952 -0.185 0.394 0.078 0.045
F 2.340 1.210 0.752 0.116 0.221 0.290
F 0.032 1.206 0.695 -0.037 -0.141 -0.008
F 1.247 -0.243 -0.604 0.088 -0.185 -0.005
F 0.113 1.479 -1.571 0.051 -0.064 -0.003
F 2.397 1.539 -1.508 0.200 -0.013 -0.093
C 4.917 -1.653 -0.186 -0.630 -0.576 -1.090
C 3.827 -2.164 0.743 -0.276 -0.337 0.730
C 4.229 -3.556 1.216 1.598 0.641 0.818
O 3.457 -4.039 2.277 -0.833 -0.173 -0.614
C 3.708 -5.389 2.536 0.057 0.009 -0.115
N 3.628 -1.298 1.931 0.464 0.543 -1.102
H 4.568 -0.779 -0.737 0.218 0.320 0.362
H 5.088 -2.395 -0.981 0.187 -0.005 0.169
H 5.858 -1.493 0.337 0.000 0.214 0.051
H 2.866 -2.219 0.225 0.039 0.051 -0.073
H 5.258 -3.397 1.622 -0.078 -0.230 -0.140
H 4.372 -4.288 0.412 -0.500 0.043 -0.161
H 4.728 -5.499 2.930 -0.128 -0.273 0.181
H 3.618 -6.022 1.640 0.050 0.146 -0.066
H 2.944 -5.728 3.232 0.251 -0.024 0.275
H 4.554 -0.912 2.135 -0.045 -0.292 0.366
H 3.183 -0.464 1.540 -0.327 -0.195 0.420
C -1.756 7.260 2.715 0.238 0.270 0.191
C -2.123 6.389 1.533 0.218 -0.490 -0.032
C -0.915 5.795 0.813 -0.594 -0.090 -0.926
O 0.014 6.785 0.434 0.228 -0.152 0.355
C 1.046 6.202 -0.334 0.351 0.294 -0.089
N -3.008 5.280 1.970 0.617 0.257 -0.019
H -1.460 6.647 3.573 -0.081 -0.054 -0.030
H -2.583 7.902 3.020 -0.072 -0.115 0.039
H -0.900 7.901 2.498 -0.083 -0.005 -0.184
H -2.629 6.985 0.767 -0.201 0.097 0.204
H -1.326 5.369 -0.119 0.078 -0.253 0.135
H -0.452 4.946 1.331 0.129 0.258 0.338
H 1.459 5.307 0.136 -0.088 -0.007 0.061
H 1.841 6.944 -0.419 -0.048 -0.001 -0.077
H 0.702 5.928 -1.338 -0.073 -0.021 0.043
H -2.843 4.484 1.349 -0.319 0.171 -0.030
H -2.573 4.951 2.832 -0.305 -0.038 0.093
C -2.107 -0.073 2.673 0.086 -1.510 -0.713
C -0.917 -0.908 3.175 0.127 1.570 1.276
C -0.709 -2.168 2.383 0.398 0.232 -0.388
O 0.143 -3.052 3.073 -0.156 -0.049 0.396
C 0.005 -4.368 2.632 0.008 -0.102 -0.721
N 0.319 -0.098 3.237 -0.080 -0.433 -0.462
H -1.992 0.072 1.595 0.030 0.338 0.068
H -2.183 0.875 3.192 -0.128 0.060 0.010
H -3.007 -0.694 2.776 -0.177 0.418 0.222
H -1.112 -1.125 4.234 -0.179 -0.535 -0.188
H -0.240 -1.868 1.428 -0.087 -0.184 -0.015
H -1.664 -2.654 2.138 -0.064 0.030 0.173
H -1.020 -4.738 2.784 0.047 -0.047 0.092
H 0.716 -5.012 3.144 -0.024 0.150 0.206
H 0.223 -4.445 1.554 -0.018 -0.027 0.084
H 0.089 0.813 3.620 -0.001 -0.041 0.090
H 0.596 0.100 2.279 0.179 -0.028 0.219
C -0.354 -2.965 -2.352 0.277 0.786 -0.098
C -1.666 -3.310 -3.028 -0.087 -0.231 0.671
C -2.016 -2.263 -4.079 0.989 -0.491 -0.392
O -3.191 -2.573 -4.802 -0.103 0.231 0.235
C -4.369 -2.510 -4.022 -0.334 -0.595 -0.649
N -1.613 -4.683 -3.579 -0.048 0.640 -0.201
H -0.368 -1.955 -1.927 -0.179 -0.069 -0.012
H 0.457 -2.929 -3.090 0.037 -0.280 0.085
H -0.095 -3.627 -1.529 -0.034 -0.265 -0.165
H -2.431 -3.292 -2.243 -0.050 -0.098 -0.091
H -1.209 -2.311 -4.822 -0.107 0.130 -0.061
H -1.975 -1.249 -3.664 -0.492 0.017 0.090
H -4.578 -1.493 -3.688 0.058 -0.005 0.277
H -4.364 -3.247 -3.214 0.143 0.335 0.297
H -5.179 -2.843 -4.677 0.036 0.273 -0.049
H -0.706 -4.780 -4.032 -0.012 -0.114 0.043
H -2.286 -4.711 -4.343 -0.038 -0.192 0.076
C 0.860 0.449 -4.415 0.463 0.471 -0.489
O 1.691 1.607 -4.386 0.239 -0.222 0.269
H -0.141 0.811 -4.659 -0.260 -0.576 0.150
H 1.246 -0.196 -5.210 -0.235 0.038 -0.118
H 0.898 -0.140 -3.498 -0.196 0.242 0.175
H 1.829 1.845 -3.462 -0.013 -0.002 0.015
C -3.559 2.064 -0.153 0.098 -0.618 0.010
O -2.526 2.681 0.597 -0.207 -0.317 -0.304
H -4.452 2.682 -0.131 0.065 0.150 0.032
H -3.265 1.867 -1.190 0.034 0.296 -0.019
H -3.805 1.080 0.270 -0.144 0.126 0.090
H -1.790 2.054 0.596 0.299 0.311 0.074
```
Positions in Å, forces in eV/Å.

Charge: -1
Gap between HOMO and LUMO, eV: 8.74
Electronic energy, eV: -63354.7518

Atomic partial charges in e from the Mulliken method, atoms 1 to 4:
1 P 1.289
2 F -0.302
3 F -0.413
4 F -0.258

[3]
ORCA calculation (ωB97M-V with the def2-TZVPD basis set) on a cluster of 7 separate species, C18H52N2O12 in total.

The geometry in XYZ format:
```
84
Properties=species:S:1:pos:R:3:forces:R:3
C -26.136 12.310 -11.608 -0.112 -0.260 2.146
O -26.744 11.388 -10.708 -0.899 -1.440 0.067
C -26.133 10.097 -10.474 -0.597 0.674 -0.113
C -27.065 9.344 -9.439 1.409 -1.345 -0.749
C -26.743 7.836 -9.157 1.275 1.263 0.439
N -28.415 9.387 -9.863 -1.680 0.889 -0.245
H -25.634 11.845 -12.456 -0.130 0.138 -0.089
H -25.474 12.810 -10.901 0.876 0.568 -0.879
H -26.934 13.019 -11.829 0.190 -0.125 -0.622
H -26.108 9.554 -11.419 -0.179 -0.316 -0.230
H -25.089 10.274 -10.218 0.154 -0.256 0.667
H -26.971 9.805 -8.456 -0.048 0.371 -0.102
H -25.720 7.819 -8.783 0.132 -0.173 0.180
H -26.744 7.110 -9.971 -0.523 0.321 -0.303
H -27.362 7.529 -8.314 -0.161 -0.089 -0.332
H -28.631 10.331 -10.148 -0.206 0.325 0.195
H -28.622 8.855 -10.696 0.408 -0.496 -0.037
C -24.416 8.288 -3.554 0.397 0.420 -0.340
O -23.497 9.355 -3.297 -1.151 -1.266 1.822
C -23.074 10.010 -4.424 -0.884 0.222 -0.264
C -22.482 11.352 -3.964 0.950 -0.314 -1.701
C -23.316 12.429 -3.376 -0.982 0.874 1.432
N -21.927 12.095 -5.114 0.878 -0.663 0.625
H -24.039 7.646 -4.350 0.186 -0.309 0.097
H -25.360 8.678 -3.935 -0.282 0.275 -0.002
H -24.616 7.709 -2.653 0.340 0.126 -0.030
H -22.414 9.327 -4.958 1.159 0.368 -0.113
H -23.894 10.049 -5.141 -0.525 0.890 -0.170
H -21.696 11.031 -3.280 0.276 0.425 0.099
H -24.048 12.806 -4.090 -0.471 -0.358 0.065
H -22.699 13.312 -3.212 0.429 -0.167 -0.080
H -23.757 12.274 -2.391 -0.374 -0.537 -0.230
H -21.309 11.496 -5.643 -0.255 0.167 -0.612
H -22.719 12.466 -5.620 0.324 -0.198 -0.626
O -31.339 2.948 -3.746 0.356 1.497 -0.136
C -30.983 4.346 -3.963 -0.171 -0.472 0.624
C -30.889 4.598 -5.429 0.800 -0.562 -0.170
O -30.307 5.874 -5.655 -0.357 0.479 0.020
H -32.270 2.940 -3.978 -0.189 -0.459 0.088
H -31.722 5.004 -3.505 0.013 0.061 0.221
H -29.997 4.565 -3.553 -0.090 -0.362 0.402
H -31.875 4.454 -5.870 0.082 0.203 -0.443
H -30.167 3.846 -5.748 -0.323 -0.277 -0.631
H -30.476 6.159 -6.556 -0.204 -0.063 -0.126
O -26.039 5.557 -4.005 2.121 0.705 3.108
C -26.402 4.899 -5.122 -1.995 2.202 -1.778
C -26.694 6.130 -6.112 -0.889 -1.937 -1.370
O -27.685 7.110 -5.671 1.878 -0.718 0.153
H -26.564 6.360 -3.985 -0.054 0.201 0.378
H -25.671 4.191 -5.513 0.197 0.264 0.047
H -27.312 4.386 -4.810 -0.492 -0.645 -1.032
H -26.997 5.684 -7.060 -0.519 0.030 -0.271
H -25.776 6.636 -6.410 0.091 0.285 0.816
H -28.575 6.778 -5.812 -0.111 -0.522 0.184
O -27.371 4.621 -0.989 0.728 -1.699 -0.739
C -27.486 4.447 0.391 0.032 2.007 1.287
C -26.823 3.189 0.876 0.026 -1.676 -0.671
O -25.492 3.033 0.378 -0.485 0.163 -0.301
H -27.556 5.491 -1.352 0.443 0.307 0.819
H -26.957 5.192 0.987 0.000 1.010 -0.380
H -28.547 4.553 0.617 -0.093 -0.572 0.700
H -27.534 2.420 0.575 0.508 -0.917 -0.471
H -26.625 2.983 1.928 -0.944 1.018 0.393
H -25.417 3.603 -0.391 0.010 -0.005 -0.437
O -23.259 7.664 -7.073 -0.738 -0.246 -0.452
C -23.064 7.312 -8.436 1.462 -0.889 0.747
C -21.508 7.132 -8.621 -1.475 1.986 -1.266
O -20.907 8.392 -8.226 -0.499 -0.360 0.574
H -22.571 8.308 -6.891 0.163 0.283 0.145
H -23.544 6.360 -8.664 0.096 -0.385 0.514
H -23.594 7.957 -9.137 0.675 0.797 -0.027
H -21.362 7.134 -9.701 0.324 -1.042 -0.094
H -21.139 6.275 -8.057 0.005 0.084 -0.144
H -19.949 8.333 -8.196 -0.002 -0.233 -0.021
O -27.201 7.221 -1.762 0.426 -0.443 0.785
C -28.448 7.439 -2.368 -0.499 1.528 -0.098
C -29.462 8.084 -1.425 -1.283 -1.939 0.382
O -29.097 9.335 -1.011 0.934 1.888 0.379
H -26.814 8.095 -1.669 0.289 -0.028 0.267
H -28.168 8.182 -3.115 -1.063 -0.137 -0.803
H -28.836 6.515 -2.797 0.117 0.051 -0.083
H -29.679 7.500 -0.531 0.654 -0.782 0.122
H -30.483 8.109 -1.808 0.031 0.161 -1.045
H -29.014 9.337 -0.055 0.093 0.156 -0.126
```
Positions in Å, forces in eV/Å.

SMILES: COC[C@H](C)N.COC[C@H](C)N.OCCO.OCCO.OCCO.OCCO.OCCO
Charge: 0
Gap between HOMO and LUMO, eV: 9.46
Electronic energy, eV: -47052.7844

Atomic partial charges in e from the Mulliken method, atoms 1 to 4:
1 C -0.759
2 O -0.336
3 C -0.760
4 C 0.490